*one*
This record from the OMol25 dataset describes an isolated molecule of CH2ClNO2S2. The level of theory is ωB97M-V with the def2-TZVPD basis set.

E_LUMO (spin up / spin down), eV: -2.75 / -2.75
Highest occupied orbital energy (spin up / spin down), eV: -9.0 / -9.0
Molecular weight, g mol⁻¹: 159.6
SMILES: O=S(=O)(Cl)NC=S

CARTESIAN COORDINATES (ANGSTROEM)
1 C 0.6565 -0.0394 0.4724
2 N -0.2673 0.0370 -0.4125
3 O -2.3356 -1.2222 1.3646
4 O -2.8834 -1.4137 -1.1079
5 S 2.2117 0.1724 -0.0582
6 S -2.3014 -0.6688 -0.0048
7 Cl -3.2895 1.0984 0.0027
8 H 0.4908 -0.3171 1.4529
9 H 0.0670 0.3361 -1.3096

These are the Löwdin partial charges, in e, on atoms 1 to 2: atom 1 (C): -0.8056, atom 2 (N): -0.0761


*two*
This record from the OMol25 dataset describes a cluster of 2 separate species, CH2ClNO2S2 in total. The level of theory is ωB97M-V with the def2-TZVPD basis set.

E_LUMO, eV: -0.56
Highest occupied orbital energy, eV: -9.8
Molecular weight, g mol⁻¹: 159.6

CARTESIAN COORDINATES (ANGSTROEM)
1 C -0.1326 1.6739 -1.5191
2 N -1.2324 1.3192 -1.6568
3 O 0.2905 -0.4286 2.8622
4 O 1.9920 -1.7897 1.7888
5 S 1.3274 1.8574 -0.9801
6 S 1.1461 -0.6025 1.6955
7 Cl 0.0313 -1.8797 -0.0914
8 H -2.0936 1.8082 -1.6602
9 H -1.3286 -1.9583 -0.4389

These are the Löwdin partial charges, in e, on atoms 1 to 2: atom 1 (C): -0.8851, atom 2 (N): 0.1297


Name the most stable of them. *two*.


*one*
This record from the OMol25 dataset describes a cluster of 2 separate species, C4H11S2 in total. The level of theory is ωB97M-V with the def2-TZVPD basis set.

E_LUMO, eV: 2.96
Highest occupied orbital energy, eV: -2.0
Molecular weight, g mol⁻¹: 123.3
Net charge: -1

CARTESIAN COORDINATES (ANGSTROEM)
1 C -1.0691 -0.7432 2.7503
2 S -1.6100 0.5153 1.6982
3 C -2.7964 -0.2973 0.5671
4 H -0.3263 -1.4338 2.3008
5 H -0.6199 -0.3533 3.7125
6 H -1.9022 -1.3775 3.1470
7 H -3.1490 0.3156 -0.1329
8 H -3.7122 -0.5827 1.3426
9 H -2.3822 -1.2020 0.2442
10 C 0.6662 -0.6718 -2.5696
11 C 1.1721 0.4449 -1.6845
12 S 2.9384 0.3235 -1.3057
13 H 1.0579 -1.7163 -2.4007
14 H -0.4949 -0.7886 -2.5933
15 H 0.8231 -0.5022 -3.6605
16 H 1.0429 1.5075 -1.9732
17 H 0.5713 0.3171 -0.6458

These are the Löwdin partial charges, in e, on atoms 1 to 2: atom 1 (C): -0.5253, atom 2 (S): 0.7128


*two*
This record from the OMol25 dataset describes a cluster of 2 separate species, C4H11S2 in total. The level of theory is ωB97M-V with the def2-TZVPD basis set.

E_LUMO, eV: 3.30
Highest occupied orbital energy, eV: -2.5
Molecular weight, g mol⁻¹: 123.3
Net charge: -1

CARTESIAN COORDINATES (ANGSTROEM)
1 C -2.2442 -1.8006 -0.7551
2 S -2.1757 -2.0593 1.0134
3 C -1.4785 -0.3719 1.4855
4 H -2.7276 -2.6352 -1.2728
5 H -1.2082 -1.6631 -1.0994
6 H -2.7094 -0.8742 -1.0795
7 H -2.0959 0.3756 1.0193
8 H -1.4989 -0.4191 2.5746
9 H -0.4522 -0.4121 1.1336
10 C 2.6594 1.6543 -0.1103
11 C 1.5720 0.7461 -0.6493
12 S -0.0420 1.6013 -0.5637
13 H 2.4684 1.8472 0.9572
14 H 2.7679 2.6013 -0.6503
15 H 3.6638 1.1621 -0.0971
16 H 1.6653 -0.2557 -0.2049
17 H 1.8359 0.5034 -1.7013

These are the Löwdin partial charges, in e, on atoms 1 to 2: atom 1 (C): -0.4943, atom 2 (S): 0.6357


Name the most stable of them. *two*.


*one*
This record from the OMol25 dataset describes an isolated molecule of C5H9N3O. The level of theory is ωB97M-V with the def2-TZVPD basis set.

E_LUMO, eV: 0.66
Highest occupied orbital energy, eV: -9.2
Molecular weight, g mol⁻¹: 127.1
SMILES: [H]/N=C(N)/N=C/CC(C)=O

CARTESIAN COORDINATES (ANGSTROEM)
1 C -0.3217 1.4903 -1.2572
2 C -2.2763 0.1516 -0.1489
3 C 1.4419 -0.6566 1.0507
4 C -1.0897 0.0518 -1.0757
5 N 1.2116 -1.9953 0.8746
6 C 0.7445 1.2044 -0.2760
7 N 0.5329 0.0875 0.2952
8 N 2.2658 -0.0717 1.8160
9 O -0.9354 -0.8550 -1.8630
10 H 1.8636 -2.6537 1.2713
11 H 0.6457 -2.2726 0.0859
12 H 2.7812 -0.7014 2.4241
13 H 0.0710 1.4865 -2.2719
14 H -0.8913 2.3881 -1.0103
15 H 1.6527 1.7944 -0.1493
16 H -3.0212 0.8270 -0.5744
17 H -2.7229 -0.8284 -0.0042
18 H -1.9525 0.5529 0.8133

These are the Löwdin partial charges, in e, on atoms 1 to 2: atom 1 (C): -0.0601, atom 2 (C): -0.0262


*two*
This record from the OMol25 dataset describes a structure of composition C5H9N3O. The level of theory is ωB97M-V with the def2-TZVPD basis set.

E_LUMO, eV: 0.88
Highest occupied orbital energy, eV: -9.7
Molecular weight, g mol⁻¹: 127.1

CARTESIAN COORDINATES (ANGSTROEM)
1 C -3.8047 -0.2407 -0.2245
2 C -0.3312 -0.5014 0.4004
3 C 0.6544 0.5316 0.7341
4 C 1.0326 1.4036 -0.2830
5 C 2.5274 -0.3171 -0.4926
6 H -4.1451 0.8915 -0.4038
7 H -4.7139 -0.8826 0.1255
8 H 0.5214 -1.0548 -0.4041
9 H -0.3929 -1.2052 1.5056
10 H 0.5786 1.0310 1.5673
11 H 1.0039 0.7936 -1.3423
12 H 1.1454 2.7313 -0.5401
13 H 2.8500 0.0392 -1.6355
14 H 2.4173 -1.7327 0.8509
15 N -2.6416 -0.6955 -0.0293
16 N 2.0485 0.5099 0.5325
17 N 2.7947 -1.5580 -0.2252
18 O -1.5448 0.2563 -0.1361

These are the Löwdin partial charges, in e, on atoms 1 to 2: atom 1 (C): -0.0711, atom 2 (C): -0.1209


*three*
This record from the OMol25 dataset describes an isolated molecule of C5H9N3O. The level of theory is ωB97M-V with the def2-TZVPD basis set.

E_LUMO, eV: 0.48
Highest occupied orbital energy, eV: -8.9
Molecular weight, g mol⁻¹: 127.1
SMILES: [H]/N=C/N=C(\C=O)N(C)C

CARTESIAN COORDINATES (ANGSTROEM)
1 C -1.8984 -1.2489 -0.3846
2 C -1.9123 1.0736 0.0387
3 C 0.3391 -0.0898 0.0598
4 C 1.0965 1.3220 0.3131
5 C 2.3546 -1.1282 0.0795
6 H -2.8652 -1.0983 -0.7391
7 H -1.9327 -2.0038 0.5936
8 H -1.2411 -1.6387 -1.3094
9 H -2.3890 1.1626 1.1671
10 H -2.6662 1.3079 -0.7117
11 H -1.3224 1.8685 0.1121
12 H 1.6179 1.1209 1.3003
13 H 2.7993 -1.8330 0.7628
14 H 4.0201 0.1476 -0.4133
15 N -1.0077 0.0032 -0.1037
16 N 0.9874 -1.2741 0.1808
17 N 2.9071 -0.0671 -0.5926
18 O 1.1130 2.3755 -0.3536

These are the Löwdin partial charges, in e, on atoms 1 to 2: atom 1 (C): -0.0267, atom 2 (C): -0.1021


*four*
This record from the OMol25 dataset describes an isolated molecule of C5H9N3O. The level of theory is ωB97M-V with the def2-TZVPD basis set.

E_LUMO, eV: 0.43
Highest occupied orbital energy, eV: -8.8
Molecular weight, g mol⁻¹: 127.1
SMILES: [H]/N=C(\NO)C(=C)[C@H]1CN1

CARTESIAN COORDINATES (ANGSTROEM)
1 C 1.0692 -0.0835 -0.2145
2 C -0.1625 0.7243 -0.2582
3 C -0.2225 1.9518 0.2503
4 C -1.4314 -0.1772 -0.5026
5 C -2.1439 -1.1687 0.3543
6 H 3.5951 -0.7770 0.9626
7 H 2.4586 0.9417 -1.1669
8 H 2.0164 -1.7433 -0.0696
9 H 0.6590 2.5009 0.5205
10 H -1.2457 2.2896 0.8159
11 H -1.0620 -0.7319 -1.4041
12 H -2.3332 -2.0996 -0.4363
13 H -1.8523 -1.1482 1.4589
14 H -3.2650 0.7075 0.2562
15 N 2.3617 0.5976 -0.2049
16 N 1.0128 -1.2206 0.1817
17 N -2.8075 -0.0133 -0.4010
18 O 3.3531 -0.5499 -0.1422

These are the Löwdin partial charges, in e, on atoms 1 to 2: atom 1 (C): -0.4862, atom 2 (C): -0.2066


Name the most stable of them. *one*.